# 1
Density functional theory data (wB97M-V/def2-TZVPD) for a single C4H3NO molecule in a non-equilibrium geometry.

## Properties
structure (SMILES) = C#C[C@H](O)C#N
frontier orbital gap = 0.43088 hartree
relative energy (zero: lowest compared OMol25 entry of this formula, charge and spin) = 34.4 kcal/mol
energy = -7731.253 eV
HOMO level = -11.151 eV
spin multiplicity = 1
total charge = 0

```
9
Properties=species:S:1:pos:R:3:forces:R:3
C 2.070 0.373 -0.063 -0.502 -0.150 -0.048
C 0.916 0.065 -0.204 0.553 0.146 0.043
C -0.508 -0.271 -0.384 0.093 -0.212 0.026
O -1.283 0.817 -0.818 0.003 0.249 0.132
C -1.052 -0.847 0.876 -0.390 -0.374 0.882
N -1.497 -1.266 1.857 0.445 0.401 -0.978
H 3.097 0.639 0.066 -0.198 -0.047 -0.029
H -0.608 -1.035 -1.163 0.052 0.083 0.125
H -1.153 1.547 -0.196 -0.057 -0.097 -0.153
```
Forces are in eV/Å.

---

# 2
Density functional theory data (wB97M-V/def2-TZVPD) for 2 unconnected molecules or ions with the total composition C2H7N3O2 in a non-equilibrium geometry.

## Properties
frontier orbital gap = 0.34328 hartree
relative energy (zero: lowest compared OMol25 entry of this formula, charge and spin) = 132.7 kcal/mol
energy = -10748.321 eV
HOMO level = -8.813 eV
spin multiplicity = 1
total charge = 0

```
14
Properties=species:S:1:pos:R:3:forces:R:3
C 0.456 1.284 0.278 1.057 0.139 0.920
C 0.490 -0.873 0.324 0.429 0.773 -0.751
N 1.060 -1.309 -0.900 -2.085 -0.573 2.180
N -0.796 -1.228 0.495 -0.358 0.513 2.459
N -0.878 1.304 0.007 -0.574 0.984 -1.182
O -1.168 1.384 -1.207 -0.859 -0.553 0.988
O -1.716 1.124 0.934 0.538 0.406 -0.999
H 0.674 1.790 1.222 -0.022 -0.706 0.090
H 1.094 1.654 -0.530 -0.481 -0.337 0.030
H 1.189 -0.770 1.148 -0.347 -0.354 0.012
H 1.842 -0.763 -1.066 1.757 0.920 -0.926
H 0.346 -1.240 -1.606 0.222 0.191 -0.615
H -1.170 -1.722 -0.290 -0.802 0.159 -0.078
H -1.424 -0.635 1.191 1.524 -1.564 -2.127
```
Forces are in eV/Å.

---

# 3
Density functional theory data (wB97M-V/def2-TZVPD) for 3 unconnected molecules or ions with the total composition C2H9O2S.

## Properties
frontier orbital gap = 0.24998 hartree
relative energy (zero: lowest compared OMol25 entry of this formula, charge and spin) = 11.3 kcal/mol
energy = -17151.314 eV
HOMO level = -2.727 eV
spin multiplicity = 1
total charge = -1

```
14
Properties=species:S:1:pos:R:3:forces:R:3
C 0.148 1.983 2.154 0.036 -0.469 0.341
C -0.083 1.506 0.740 0.167 -0.369 -0.691
S 0.176 -0.290 0.527 -0.223 -0.043 0.010
H 1.012 1.457 2.581 -0.061 0.221 -0.127
H -0.709 1.692 2.763 -0.022 0.142 0.170
H 0.310 3.058 2.211 -0.076 0.263 0.110
H 0.606 2.009 0.058 0.014 0.181 0.009
H -1.095 1.745 0.398 0.051 0.183 0.120
H -1.941 -1.584 0.225 0.703 -0.169 -0.342
H -2.514 -2.852 0.790 0.037 -0.168 -0.047
O -2.166 -2.503 -0.036 -0.551 0.220 0.311
H 1.091 -0.446 -3.423 -0.042 0.029 0.278
H 2.321 0.075 -2.686 -0.253 -0.048 0.148
O 1.914 0.033 -3.558 0.219 0.027 -0.291
```
Forces are in eV/Å.